{"formula": "C15H34BCl20O3S", "method": "ωB97M-V with the def2-TZVPD basis set", "charge": 1, "orbital_gap_ev": 8.16, "lumo_energy_ev": -3.82, "elements": ["C", "C", "O", "B", "O", "S", "C", "C", "O", "C", "H", "H", "H", "H", "H", "H", "H", "H", "H", "H", "H", "H", "H", "H", "C", "Cl", "Cl", "H", "H", "C", "Cl", "Cl", "H", "H", "C", "Cl", "Cl", "H", "H", "C", "Cl", "Cl", "H", "H", "C", "Cl", "Cl", "H", "H", "C", "Cl", "Cl", "H", "H", "C", "Cl", "Cl", "H", "H", "C", "Cl", "Cl", "H", "H", "C", "Cl", "Cl", "H", "H", "C", "Cl", "Cl", "H", "H"], "positions_angstrom": [[1.233643, 2.791716, -0.411020], [0.297060, 1.826999, 0.372808], [-0.138199, 0.680203, -0.390924], [-1.015983, 0.986945, -1.413717], [-0.776246, 0.464562, -2.696903], [-2.542919, 2.090337, -1.266329], [-3.281711, 1.990749, 0.422887], [-1.971928, 3.845706, -1.454528], [-1.687701, 4.381740, -0.206517], [-1.262409, 5.751513, -0.290645], [1.384193, 2.524295, -1.470542], [0.846050, 3.821475, -0.287615], [2.239398, 2.809450, 0.048076], [-0.575517, 2.335968, 0.830720], [0.876677, 1.426692, 1.224055], [-0.562448, 1.252267, -3.221992], [-4.180014, 1.358540, 0.313776], [-2.599181, 1.547110, 1.164491], [-3.582118, 3.010482, 0.712329], [-1.116969, 3.830177, -2.162262], [-2.766628, 4.460403, -1.925547], [-1.952955, 6.302649, -0.957409], [-0.238622, 5.789753, -0.703287], [-1.295193, 6.160680, 0.728050], [-0.303100, -3.054701, -3.180264], [-0.882831, -3.150261, -4.848295], [-0.829257, -4.448281, -2.233968], [0.780114, -3.024684, -3.187042], [-0.696187, -2.151489, -2.725849], [2.577112, -5.043794, -5.211987], [3.214799, -6.553221, -4.557932], [3.090314, -3.656746, -4.237839], [2.951544, -4.914360, -6.222116], [1.491692, -5.091575, -5.220304], [-2.870971, -6.107961, -5.489900], [-1.303767, -6.686092, -4.914012], [-3.732323, -7.358472, -6.393038], [-3.471383, -5.816359, -4.634042], [-2.711396, -5.253465, -6.139255], [-0.458506, 6.146876, 3.917589], [-2.123272, 5.628418, 4.199304], [0.356613, 5.053430, 2.793666], [-0.472237, 7.147917, 3.497354], [0.078492, 6.146625, 4.856712], [1.620572, -6.700751, 0.000997], [2.315148, -5.842933, -1.376109], [2.527857, -6.366560, 1.481502], [0.594194, -6.374985, 0.139676], [1.647231, -7.766835, -0.199812], [-2.935004, 2.178845, 5.378376], [-4.606052, 1.671072, 5.641647], [-2.102832, 1.105239, 4.241679], [-2.933608, 3.181482, 4.967520], [-2.407575, 2.162578, 6.326831], [1.353601, 4.897585, 7.446510], [0.448181, 5.908554, 8.575726], [0.271924, 4.041592, 6.336248], [2.021429, 5.528467, 6.867999], [1.927084, 4.167734, 8.008171], [3.041566, -2.242685, 1.416350], [3.121417, -2.090657, -0.344253], [4.499275, -1.599394, 2.189385], [2.181635, -1.685912, 1.775206], [2.935181, -3.290882, 1.669539], [4.385080, -5.486544, 4.977446], [4.050547, -4.282995, 3.724250], [5.648960, -4.934001, 6.080437], [3.477124, -5.664039, 5.544480], [4.711241, -6.405915, 4.501738], [-1.648355, 1.338510, -6.602871], [-0.997708, -0.187504, -6.002874], [-1.147932, 2.698228, -5.576969], [-1.283988, 1.507735, -7.610908], [-2.731922, 1.282755, -6.604657]], "forces_ev_per_a": [[-0.1, 0.3, 0.6], [0.7, 0.1, 1.3], [-1.7, 1.1, -1.5], [3.1, -2.1, -0.2], [-0.7, 1.4, 2.1], [-1.2, 0.8, 0.3], [-0.2, -0.1, 0.1], [0.1, 0.9, 0.0], [0.2, -0.4, 0.0], [-0.1, 0.1, -0.3], [-0.3, 0.1, 0.4], [0.2, -0.5, -0.4], [-0.5, -0.2, -0.3], [0.5, 0.0, -0.5], [-0.4, 0.0, -0.4], [-0.1, -0.4, -1.0], [0.5, 0.3, 0.0], [-0.1, 0.3, -0.4], [0.3, -0.4, -0.2], [-0.2, -0.2, 0.4], [0.0, -0.8, 0.0], [0.3, -0.1, 0.3], [-0.4, 0.1, 0.2], [0.0, -0.2, -0.5], [0.1, 0.1, 0.3], [0.1, 0.0, 0.0], [-0.1, 0.1, 0.1], [0.0, -0.1, -0.1], [-0.1, -0.1, -0.1], [-0.1, -0.2, -0.2], [0.0, 0.0, -0.2], [0.0, 0.1, 0.0], [0.1, 0.0, 0.1], [0.0, 0.0, 0.1], [-0.1, 0.1, 0.0], [0.1, -0.1, 0.0], [0.0, 0.1, 0.0], [0.1, -0.1, 0.0], [0.1, -0.1, 0.0], [-0.1, 0.3, -0.1], [0.0, 0.2, 0.0], [0.2, 0.0, 0.0], [-0.1, -0.1, -0.1], [-0.1, -0.1, 0.0], [-0.1, -0.1, -0.1], [0.0, -0.1, 0.1], [-0.1, 0.0, 0.1], [0.1, 0.1, 0.0], [0.1, 0.1, 0.0], [-0.1, 0.1, 0.2], [0.0, 0.1, 0.0], [0.1, 0.0, -0.1], [0.0, -0.1, 0.0], [0.0, -0.1, -0.1], [0.1, 0.1, 0.2], [0.1, 0.0, 0.0], [0.1, -0.2, 0.0], [-0.1, 0.0, 0.0], [-0.1, 0.0, 0.0], [0.0, 0.1, 0.0], [-0.1, 0.0, 0.0], [-0.1, 0.2, -0.2], [0.1, 0.0, 0.0], [0.1, 0.0, -0.1], [-0.1, -0.2, 0.1], [0.1, -0.3, 0.3], [0.0, -0.1, 0.0], [0.0, 0.1, 0.0], [0.1, 0.1, 0.0], [-0.1, -0.3, -0.2], [-0.1, 0.2, -0.1], [0.0, 0.2, 0.1], [0.1, 0.1, 0.1], [0.1, 0.0, 0.1]], "lowdin_charge": [-0.029, -0.204, 0.056, -0.726, 0.089, 1.227, -0.194, -0.375, -0.273, -0.063, 0.094, 0.056, 0.093, 0.091, 0.134, 0.053, 0.072, 0.044, 0.077, 0.117, 0.124, 0.105, 0.099, 0.072, -0.994, 0.505, 0.508, -0.036, 0.007, -1.001, 0.506, 0.517, 0.030, -0.012, -1.048, 0.485, 0.517, 0.026, 0.005, -1.022, 0.537, 0.531, 0.034, -0.028, -1.007, 0.477, 0.506, 0.017, 0.031, -1.042, 0.523, 0.495, -0.045, 0.020, -0.999, 0.526, 0.533, 0.030, 0.030, -1.044, 0.497, 0.488, 0.023, -0.056, -1.007, 0.506, 0.519, 0.028, 0.028, -0.983, 0.524, 0.511, 0.034, 0.032]}